{
  "formula": "C54H135N9",
  "method": "wB97M-V/def2-TZVPD",
  "elements": ["C", "C", "N", "C", "C", "C", "C", "H", "H", "H", "H", "H", "H", "H", "H", "H", "H", "H", "H", "H", "H", "H", "C", "C", "N", "C", "C", "C", "C", "H", "H", "H", "H", "H", "H", "H", "H", "H", "H", "H", "H", "H", "H", "H", "C", "C", "N", "C", "C", "C", "C", "H", "H", "H", "H", "H", "H", "H", "H", "H", "H", "H", "H", "H", "H", "H", "C", "C", "N", "C", "C", "C", "C", "H", "H", "H", "H", "H", "H", "H", "H", "H", "H", "H", "H", "H", "H", "H", "C", "C", "N", "C", "C", "C", "C", "H", "H", "H", "H", "H", "H", "H", "H", "H", "H", "H", "H", "H", "H", "H", "C", "C", "N", "C", "C", "C", "C", "H", "H", "H", "H", "H", "H", "H", "H", "H", "H", "H", "H", "H", "H", "H", "C", "C", "N", "C", "C", "C", "C", "H", "H", "H", "H", "H", "H", "H", "H", "H", "H", "H", "H", "H", "H", "H", "C", "C", "N", "C", "C", "C", "C", "H", "H", "H", "H", "H", "H", "H", "H", "H", "H", "H", "H", "H", "H", "H", "C", "C", "N", "C", "C", "C", "C", "H", "H", "H", "H", "H", "H", "H", "H", "H", "H", "H", "H", "H", "H", "H"],
  "positions_angstrom": [[-10.255, 0.398, -1.428], [-8.762, 0.069, -1.366], [-7.915, 1.191, -1.815], [-6.513, 0.914, -1.450], [-6.222, 0.808, 0.049], [-8.038, 1.345, -3.262], [-7.604, 2.760, -3.661], [-10.791, -0.444, -0.983], [-10.569, 0.428, -2.469], [-10.499, 1.284, -0.847], [-8.482, -0.225, -0.355], [-8.604, -0.838, -1.971], [-6.246, -0.007, -1.986], [-5.918, 1.751, -1.811], [-5.142, 0.707, 0.186], [-6.491, 1.728, 0.566], [-6.650, -0.080, 0.511], [-9.059, 1.231, -3.619], [-7.453, 0.582, -3.798], [-7.372, 2.895, -4.719], [-6.662, 3.028, -3.177], [-8.373, 3.458, -3.339], [5.926, 2.962, -3.782], [5.725, 1.461, -4.091], [4.443, 1.164, -4.716], [4.489, 1.503, -6.130], [3.138, 1.646, -6.821], [4.061, -0.232, -4.510], [3.419, -0.318, -3.111], [6.622, 3.121, -2.963], [4.946, 3.325, -3.468], [6.223, 3.450, -4.706], [6.498, 1.121, -4.803], [5.827, 0.826, -3.212], [5.075, 2.413, -6.274], [5.105, 0.777, -6.695], [2.513, 0.756, -6.760], [2.597, 2.488, -6.381], [3.238, 1.971, -7.858], [4.969, -0.853, -4.574], [3.367, -0.671, -5.225], [3.209, -1.374, -2.896], [2.457, 0.190, -3.071], [4.049, -0.008, -2.278], [-1.421, 5.499, 4.539], [-1.094, 6.438, 3.357], [-1.620, 7.793, 3.462], [-3.086, 7.773, 3.555], [-3.646, 9.074, 4.099], [-1.158, 8.618, 2.363], [0.331, 8.910, 2.378], [-2.437, 5.152, 4.377], [-1.342, 6.104, 5.444], [-0.658, 4.727, 4.593], [-0.010, 6.401, 3.229], [-1.481, 6.045, 2.396], [-3.471, 7.566, 2.543], [-3.421, 6.950, 4.181], [-4.669, 8.983, 4.461], [-3.090, 9.298, 5.016], [-3.463, 9.900, 3.417], [-1.744, 9.540, 2.374], [-1.434, 8.173, 1.389], [0.867, 8.024, 2.037], [0.663, 8.955, 3.425], [0.664, 9.859, 1.971], [4.117, -2.999, -0.309], [5.256, -3.483, -1.205], [5.940, -4.618, -0.601], [7.349, -4.689, -0.986], [7.617, -4.919, -2.498], [5.278, -5.916, -0.821], [5.702, -6.949, 0.228], [3.487, -2.243, -0.776], [4.483, -2.626, 0.647], [3.490, -3.872, -0.119], [4.839, -3.827, -2.169], [5.912, -2.692, -1.575], [7.824, -5.516, -0.463], [7.807, -3.736, -0.724], [7.605, -3.985, -3.067], [6.956, -5.586, -3.051], [8.620, -5.328, -2.648], [4.190, -5.801, -0.763], [5.343, -6.219, -1.873], [4.870, -7.657, 0.225], [6.645, -7.436, -0.015], [5.784, -6.542, 1.233], [1.100, -0.615, 0.347], [0.430, 0.731, 0.721], [-0.764, 0.546, 1.532], [-0.528, 0.014, 2.869], [0.264, 1.007, 3.718], [-1.803, -0.303, 0.887], [-2.105, 0.101, -0.547], [1.196, -1.185, 1.273], [2.117, -0.564, -0.040], [0.453, -1.185, -0.318], [1.112, 1.452, 1.171], [0.122, 1.304, -0.159], [-1.460, -0.181, 3.404], [-0.006, -0.953, 2.884], [-0.212, 1.991, 3.742], [0.284, 0.772, 4.786], [1.289, 1.114, 3.364], [-2.743, -0.149, 1.424], [-1.495, -1.337, 1.073], [-2.474, 1.119, -0.677], [-2.908, -0.541, -0.920], [-1.230, 0.019, -1.194], [0.019, 3.572, -4.943], [-0.984, 2.512, -4.563], [-1.875, 2.133, -5.677], [-1.301, 2.045, -7.018], [-2.418, 2.153, -8.078], [-2.673, 0.972, -5.318], [-3.404, 1.105, -3.971], [0.787, 3.107, -5.557], [0.513, 3.996, -4.070], [-0.515, 4.360, -5.479], [-0.408, 1.614, -4.272], [-1.558, 2.846, -3.699], [-0.541, 2.800, -7.166], [-0.883, 1.030, -7.113], [-3.222, 2.840, -7.826], [-1.979, 2.397, -9.045], [-2.860, 1.156, -8.129], [-2.055, 0.061, -5.286], [-3.467, 0.822, -6.050], [-2.682, 1.260, -3.176], [-4.161, 0.328, -3.872], [-4.054, 1.986, -4.041], [0.467, -5.077, -3.711], [1.033, -3.821, -3.021], [0.002, -2.819, -2.784], [-1.043, -3.240, -1.861], [-0.510, -3.853, -0.579], [-0.587, -2.191, -3.953], [0.486, -1.742, -4.950], [-0.095, -5.665, -2.976], [1.215, -5.775, -4.100], [-0.259, -5.001, -4.526], [1.498, -4.156, -2.097], [1.824, -3.401, -3.638], [-1.728, -2.422, -1.625], [-1.703, -3.974, -2.358], [0.233, -3.234, -0.069], [-1.354, -3.893, 0.115], [-0.098, -4.858, -0.657], [-1.230, -1.362, -3.650], [-1.266, -2.817, -4.559], [1.124, -0.941, -4.585], [0.019, -1.375, -5.872], [1.014, -2.600, -5.369], [0.264, 2.695, 9.068], [0.799, 1.256, 9.260], [1.483, 0.793, 8.032], [2.642, 1.657, 7.720], [2.962, 1.669, 6.219], [2.002, -0.570, 8.206], [0.904, -1.626, 8.179], [0.119, 2.833, 7.995], [0.997, 3.447, 9.359], [-0.668, 2.906, 9.587], [1.501, 1.177, 10.100], [-0.057, 0.603, 9.420], [3.505, 1.391, 8.347], [2.416, 2.673, 8.033], [2.145, 2.119, 5.665], [3.315, 0.720, 5.821], [3.825, 2.341, 6.148], [2.694, -0.696, 7.368], [2.673, -0.718, 9.067], [0.427, -1.592, 9.161], [0.201, -1.444, 7.371], [1.339, -2.625, 8.115], [-2.031, -3.056, 3.079], [-1.577, -4.462, 3.431], [-0.259, -4.839, 2.959], [-0.034, -6.261, 3.060], [1.158, -6.732, 2.221], [0.765, -3.959, 3.508], [1.118, -4.210, 4.981], [-3.024, -2.849, 3.491], [-1.918, -2.795, 2.031], [-1.506, -2.315, 3.697], [-1.645, -4.606, 4.525], [-2.413, -5.094, 3.112], [0.102, -6.530, 4.120], [-0.896, -6.796, 2.658], [2.066, -6.243, 2.579], [1.356, -7.793, 2.397], [0.902, -6.619, 1.170], [0.442, -2.931, 3.341], [1.688, -3.896, 2.921], [1.590, -3.350, 5.453], [1.752, -5.096, 5.060], [0.249, -4.459, 5.595]],
  "forces_ev_per_angstrom": [[0.402, -0.870, 0.291], [-0.269, 0.324, -0.095], [-0.500, -0.885, 0.550], [-0.479, 0.276, -0.007], [0.399, -0.115, -0.380], [0.553, 0.816, -0.398], [0.498, -0.093, 0.035], [-0.078, 0.050, 0.010], [-0.255, 0.459, 0.081], [-0.022, 0.204, -0.296], [-0.074, 0.273, 0.045], [0.233, -0.001, -0.186], [0.538, -0.078, 0.098], [0.142, -0.189, -0.270], [0.039, -0.016, -0.140], [-0.350, -0.125, 0.077], [-0.218, 0.195, 0.133], [-0.128, -0.179, 0.388], [0.145, -0.061, 0.045], [-0.455, -0.203, -0.113], [-0.137, 0.049, 0.215], [0.093, 0.156, -0.090], [-0.851, -1.088, -0.127], [0.427, -0.147, -0.322], [-0.741, 0.302, -0.955], [0.440, -0.133, -0.800], [-0.104, 0.870, 0.309], [0.378, 0.343, 1.663], [-0.071, -1.456, -0.257], [0.268, 0.054, -0.199], [0.084, 0.276, -0.024], [0.158, 0.404, 0.233], [0.273, 0.013, 0.272], [-0.033, 0.244, 0.173], [-0.314, 0.266, 0.244], [-0.092, -0.327, 0.132], [0.040, -0.045, -0.056], [-0.083, -0.230, 0.313], [0.264, -0.467, -0.124], [-0.056, -0.190, 0.110], [-0.088, 0.611, -0.303], [-0.125, 0.013, -0.016], [0.124, 0.261, -0.043], [0.130, 0.390, -0.218], [0.064, 1.352, -0.779], [0.083, -0.531, -0.539], [0.298, -0.227, 0.980], [0.189, 0.066, -0.700], [0.711, -0.082, 0.898], [-0.617, 0.586, -0.593], [0.381, -0.751, 1.593], [0.109, -0.583, 0.531], [-0.203, -0.156, 0.133], [-0.339, -0.367, -0.067], [-0.006, 0.640, 0.086], [-0.016, -0.496, 0.140], [-0.297, -0.021, 0.013], [0.207, 0.003, 0.113], [-0.236, 0.100, -0.643], [0.137, 0.077, -0.114], [-0.514, 0.109, 0.006], [0.233, 0.115, 0.203], [0.041, -0.238, 0.001], [0.242, 0.431, -0.653], [-0.270, 0.155, 0.057], [-0.188, -0.207, -0.667], [0.135, -0.295, -0.199], [-0.892, -0.504, -0.943], [0.596, -0.114, 0.086], [-0.379, -0.303, -1.033], [0.472, 0.399, -0.420], [-0.436, 1.090, 0.447], [-0.546, -0.163, -0.844], [0.095, 0.033, -0.103], [0.076, 0.009, -0.007], [-0.147, 0.134, 0.214], [-0.362, 0.064, 0.013], [0.399, 0.039, 0.763], [0.012, 0.199, 0.358], [0.200, -0.143, 0.287], [-0.084, 0.080, 0.150], [-0.233, -0.149, 0.446], [0.020, 0.041, 0.145], [0.079, 0.402, 0.512], [0.652, -0.503, 0.045], [0.422, -0.491, 0.217], [-0.077, -0.186, -0.025], [-0.086, 0.344, -0.100], [-0.142, 0.446, 0.668], [0.164, -0.128, -0.677], [-1.054, -0.219, 0.341], [0.652, 0.815, 0.718], [-0.138, 0.318, 0.445], [0.420, 1.245, 0.329], [0.126, -0.511, -0.320], [0.008, -0.212, -0.009], [-0.142, 0.326, -0.321], [0.243, 0.044, -0.191], [0.084, -0.369, 0.532], [-0.039, -0.358, -0.216], [-0.282, 0.183, -0.469], [0.052, 0.024, -0.223], [-0.006, 0.031, -0.542], [0.183, -0.598, -0.143], [0.049, 0.059, 0.082], [0.141, -0.092, 0.377], [-0.261, -0.108, -0.899], [0.072, 0.126, 0.521], [0.153, -0.081, -0.175], [-0.140, -0.253, -0.135], [-0.154, 0.046, -0.079], [0.425, -0.769, -0.622], [-0.405, 0.949, 0.881], [-1.093, -0.520, 0.492], [0.485, -0.697, 0.236], [-0.481, -0.043, 0.308], [-0.329, 0.976, -1.152], [0.075, 0.373, -0.183], [-0.088, -0.023, 0.056], [0.325, 0.135, -0.074], [-0.048, -0.033, 0.378], [-0.171, -0.068, -0.182], [0.083, 0.037, 0.039], [0.567, 0.178, -0.308], [0.244, 0.280, 0.126], [-0.166, -0.010, -0.072], [-0.200, 0.109, -0.408], [0.125, -0.109, -0.149], [0.229, -0.044, -0.289], [-0.439, -0.540, 0.439], [0.609, -0.555, 0.472], [0.349, 0.306, 0.147], [-0.286, -1.258, 0.284], [-0.755, -0.565, -1.216], [-0.200, 0.742, 0.624], [0.160, -0.764, -0.289], [-0.465, 0.311, 0.705], [0.738, -0.016, -0.925], [-0.840, 0.176, -0.853], [0.106, 0.016, 0.105], [0.301, 0.274, 0.176], [0.188, 0.859, -0.070], [-0.069, 0.312, 0.212], [0.012, 0.198, 0.114], [0.423, 0.303, -0.055], [-0.002, -0.148, 0.064], [0.041, 0.021, -0.258], [0.078, -0.301, 0.070], [-0.078, -0.029, -0.225], [0.264, 0.166, 0.271], [-0.056, -0.526, 0.374], [0.277, -0.268, 0.152], [-0.298, 0.337, 0.291], [0.471, 0.048, 0.501], [0.566, -0.239, -0.244], [-0.150, 0.434, -0.739], [0.647, 0.041, 0.880], [-0.657, -0.128, -0.148], [0.980, 0.752, 1.046], [0.098, -0.056, -1.247], [0.593, 0.151, 0.863], [-0.302, 0.025, 0.021], [-0.058, 0.004, 0.193], [0.003, -0.180, 0.093], [-0.184, 0.057, 0.284], [0.128, -0.149, 0.172], [0.156, -0.251, -0.191], [-0.124, 0.096, -0.220], [-0.087, -0.310, -0.169], [-0.429, -0.152, -0.077], [-0.041, 0.038, -0.349], [-0.224, -0.307, -0.151], [-0.319, 0.333, 0.412], [-0.482, -0.090, -0.250], [-0.085, -0.056, 0.024], [-0.026, -0.003, -0.242], [0.414, 0.764, 1.563], [-0.950, 0.021, 0.733], [-0.533, 0.508, -1.088], [0.572, -0.282, -0.003], [-0.148, -0.316, 0.921], [0.255, 0.555, 0.149], [-0.206, -0.372, -0.002], [-0.388, -0.522, -0.682], [-0.237, -0.233, 0.121], [0.438, -0.177, -0.505], [0.060, 0.311, 0.114], [0.725, -0.585, -0.643], [-0.066, -0.374, -0.068], [-0.260, 0.210, 0.302], [0.061, 0.308, -0.645], [-0.255, -0.056, 0.003], [0.503, 0.372, -0.086], [-0.436, -0.077, 0.397], [0.000, -0.884, -0.165], [0.216, -0.043, -0.121], [0.281, 0.194, 0.075], [-0.178, 0.206, -0.141]],
  "e_above_lowest_kj_mol": 237.89,
  "homo_ev": -8.0827,
  "spin_multiplicity": 1,
  "gap_ev": 8.7178,
  "e_tot_ev": -71594.0397
}